1.
{
  "formula": "C7H15N2PbS",
  "method": "ωB97M-V with the def2-TZVPD basis set",
  "e_homo_ev": -10.77,
  "multiplicity": 1,
  "charge": 1,
  "gap_ev": 6.0,
  "relative_energy_ev": 0.000,
  "species": ["C", "Pb", "N", "N", "H", "H", "H", "H", "H", "H", "H", "H", "H", "H", "S", "C", "C", "C", "C", "C", "C", "H", "H", "H", "H", "H"],
  "xyz": [[1.691, 0.776, -1.275], [-0.329, -1.765, -1.520], [-2.385, -3.074, -1.399], [-0.396, -0.699, -4.180], [-3.159, -2.446, -1.180], [2.227, -0.176, -1.397], [1.667, 1.086, -0.235], [0.616, 0.750, -1.543], [2.210, 1.612, -1.774], [-1.379, -0.510, -4.398], [-0.103, -1.436, -4.823], [0.151, 0.143, -4.386], [-2.552, -3.525, -2.301], [-2.268, -3.779, -0.666], [-0.714, -1.427, 1.161], [-0.139, -0.069, 2.101], [1.189, -0.009, 2.596], [1.692, 1.218, 3.033], [0.863, 2.346, 3.069], [-0.497, 2.238, 2.754], [-1.012, 1.030, 2.300], [1.808, -0.908, 2.552], [2.730, 1.275, 3.335], [1.294, 3.315, 3.335], [-1.141, 3.103, 2.825], [-2.063, 0.931, 2.016]],
  "nbo_charge": [-0.87, 1.23, -1.12, -1.10, 0.42, 0.21, 0.25, 0.18, 0.25, 0.38, 0.39, 0.40, 0.41, 0.43, -0.35, -0.19, -0.22, -0.21, -0.20, -0.21, -0.22, 0.23, 0.23, 0.23, 0.23, 0.22]
}

=====

2.
{
  "formula": "C7H15N2S",
  "method": "ωB97M-V with the def2-TZVPD basis set",
  "e_homo_ev": -12.17,
  "multiplicity": 1,
  "charge": 1,
  "gap_ev": 8.2,
  "relative_energy_ev": 3.995,
  "species": ["C", "C", "C", "C", "C", "C", "C", "N", "N", "S", "H", "H", "H", "H", "H", "H", "H", "H", "H", "H", "H", "H", "H", "H", "H"],
  "xyz": [[-2.614, 0.501, -0.030], [-1.656, -0.328, -0.219], [3.038, -0.027, 0.230], [-2.251, 1.935, -0.021], [-4.079, -0.057, 0.106], [-1.184, -1.679, -0.487], [4.009, -1.102, 0.198], [3.327, 1.188, 0.690], [1.866, -0.236, -0.349], [0.537, 0.976, -0.410], [-2.278, 2.690, -0.936], [-1.221, 2.170, 0.325], [-2.925, 2.544, 0.709], [-4.513, 0.733, 0.802], [-3.949, -1.040, 0.601], [-4.704, -0.088, -0.839], [-2.050, -2.197, -0.889], [-0.492, -1.744, -1.281], [-0.700, -2.118, 0.416], [4.140, -1.738, -0.715], [3.896, -1.870, 1.036], [5.056, -0.948, 0.439], [4.277, 1.646, 0.703], [2.578, 1.857, 0.829], [1.890, -1.069, -0.908]],
  "nbo_charge": [-0.13, 0.39, 0.53, -0.66, -0.61, -0.73, -0.74, -0.75, -0.64, -0.04, 0.27, 0.24, 0.24, 0.25, 0.23, 0.26, 0.27, 0.25, 0.25, 0.27, 0.28, 0.27, 0.44, 0.43, 0.41]
}

=====

3.
{
  "formula": "C7H15N2S2",
  "method": "ωB97M-V with the def2-TZVPD basis set",
  "e_homo_ev": -12.09,
  "multiplicity": 1,
  "charge": 1,
  "gap_ev": 8.4,
  "smiles": "CC1=[N+](C)C[C@H](SS)N(C)C1",
  "relative_energy_ev": 1.361,
  "species": ["C", "C", "C", "C", "C", "C", "C", "N", "N", "S", "S", "H", "H", "H", "H", "H", "H", "H", "H", "H", "H", "H", "H", "H", "H", "H"],
  "xyz": [[0.311, -0.277, -1.422], [0.454, 1.217, 0.977], [-0.745, 1.336, 0.004], [0.702, -0.892, -0.060], [0.872, -2.393, 0.099], [-1.068, 1.542, -2.398], [1.238, -0.723, 2.260], [-0.178, 1.035, -1.341], [0.844, -0.176, 0.956], [-3.536, 1.456, 0.908], [-2.107, 0.056, 0.410], [1.208, -0.466, -2.079], [-0.484, -0.893, -1.778], [1.258, 1.863, 0.782], [0.167, 1.377, 1.940], [-1.377, 2.234, 0.152], [0.271, -2.747, 0.866], [1.970, -2.657, 0.459], [0.715, -2.910, -0.776], [-1.466, 2.484, -2.236], [-0.596, 1.617, -3.312], [-1.824, 0.817, -2.608], [0.371, -1.266, 2.579], [2.145, -1.435, 2.218], [1.353, 0.076, 2.943], [-4.430, 1.405, -0.057]],
  "nbo_charge": [-0.28, -0.24, -0.14, 0.50, -0.68, -0.41, -0.43, -0.45, -0.26, -0.09, 0.00, 0.26, 0.22, 0.25, 0.22, 0.28, 0.26, 0.26, 0.25, 0.22, 0.22, 0.18, 0.24, 0.25, 0.24, 0.14]
}

=====

4.
{
  "formula": "C7H15N3",
  "method": "ωB97M-V with the def2-TZVPD basis set",
  "e_homo_ev": [-7.72, -7.72],
  "multiplicity": 1,
  "gap_ev": [7.7, 7.7],
  "relative_energy_ev": 4.776,
  "species": ["C", "C", "C", "C", "N", "H", "H", "H", "H", "H", "H", "H", "C", "C", "N", "C", "N", "H", "H", "H", "H", "H", "H", "H", "H"],
  "xyz": [[-1.497, -0.313, -0.546], [-3.012, -0.469, -0.514], [-0.991, 0.448, -1.678], [-1.094, 0.382, 0.936], [-1.735, 0.613, 1.897], [-0.973, -1.267, -0.446], [-3.340, -1.074, -1.363], [-3.499, 0.506, -0.569], [-3.328, -0.935, 0.417], [-1.683, 1.138, -2.151], [-0.347, -0.079, -2.373], [-0.085, 1.309, -1.163], [1.520, -1.114, 1.875], [2.456, -0.449, -0.284], [1.302, -0.446, 0.597], [0.749, 1.745, -0.104], [0.608, 0.747, 0.797], [2.335, -0.653, 2.448], [0.607, -1.056, 2.464], [2.843, -1.467, -0.317], [3.260, 0.219, 0.061], [2.173, -0.171, -1.298], [1.751, -2.163, 1.688], [0.280, 2.663, 0.233], [1.701, 1.883, -0.605]],
  "nbo_charge": [-0.29, -0.59, -0.50, 0.24, -0.48, 0.23, 0.20, 0.21, 0.24, 0.22, 0.22, 0.20, -0.42, -0.44, -0.26, -0.28, -0.19, 0.18, 0.24, 0.22, 0.18, 0.21, 0.20, 0.23, 0.22]
}

=====

5.
{
  "formula": "C7H15N3",
  "method": "ωB97M-V with the def2-TZVPD basis set",
  "e_homo_ev": -14.59,
  "multiplicity": 1,
  "charge": 2,
  "gap_ev": 5.7,
  "relative_energy_ev": 5.829,
  "species": ["C", "C", "C", "C", "C", "C", "C", "N", "N", "N", "H", "H", "H", "H", "H", "H", "H", "H", "H", "H", "H", "H", "H", "H", "H"],
  "xyz": [[1.384, 0.010, 0.809], [0.437, 0.607, 0.019], [-2.530, -1.135, -0.013], [-2.002, -1.132, -1.162], [2.058, -1.114, 0.587], [-0.285, 1.771, 0.253], [-1.586, -1.130, -2.487], [-0.989, 2.425, -0.856], [3.098, -1.657, 1.572], [-0.418, 2.261, 1.470], [1.525, 0.510, 1.825], [0.304, 0.242, -0.994], [-2.974, -1.911, 0.449], [1.975, -1.740, -0.189], [-2.528, -1.517, -2.959], [-0.779, -1.861, -2.599], [-1.541, -0.131, -3.067], [-0.560, 2.625, -1.748], [-1.594, 3.212, -0.679], [2.750, -2.554, 1.967], [3.123, -1.009, 2.318], [4.059, -1.578, 1.195], [0.396, 2.297, 1.980], [-2.086, -0.433, 0.744], [-1.234, 2.944, 1.564]],
  "nbo_charge": [-0.14, -0.48, -0.50, 0.58, -0.15, 0.49, -0.82, -0.85, -0.68, -0.80, 0.20, 0.20, 0.32, 0.21, 0.37, 0.30, 0.37, 0.42, 0.40, 0.46, 0.43, 0.46, 0.42, 0.36, 0.43]
}

=====

6.
{
  "formula": "C7H15N3O8",
  "method": "ωB97M-V with the def2-TZVPD basis set",
  "e_homo_ev": -10.67,
  "multiplicity": 1,
  "gap_ev": 10.7,
  "smiles": "C[N+](=O)[O-].C[N+](=O)[O-].C[N+](=O)[O-].O=C1CCCO1",
  "relative_energy_ev": 0.000,
  "species": ["C", "N", "O", "O", "H", "H", "H", "C", "N", "O", "O", "H", "H", "H", "C", "N", "O", "O", "H", "H", "H", "O", "C", "O", "C", "C", "C", "H", "H", "H", "H", "H", "H"],
  "xyz": [[-0.553, -1.627, -2.501], [-1.019, -0.553, -3.406], [-1.201, -0.847, -4.567], [-1.159, 0.560, -2.937], [0.528, -1.667, -2.480], [-1.034, -2.537, -2.840], [-0.911, -1.385, -1.503], [2.695, 1.774, -0.638], [2.970, 0.849, -1.771], [2.065, 0.119, -2.128], [4.078, 0.868, -2.259], [3.104, 1.287, 0.241], [1.626, 1.905, -0.565], [3.205, 2.714, -0.820], [0.814, -2.260, 2.924], [1.138, -1.719, 1.579], [2.149, -1.059, 1.459], [0.370, -1.986, 0.679], [-0.249, -2.140, 3.083], [1.380, -1.676, 3.640], [1.161, -3.289, 2.937], [-0.893, 0.458, 3.379], [-1.178, 0.684, 2.241], [-0.323, 1.320, 1.413], [-0.950, 1.470, 0.122], [-2.455, 1.480, 0.412], [-2.513, 0.462, 1.542], [-0.681, 0.624, -0.516], [-0.584, 2.374, -0.358], [-2.987, 1.251, -0.509], [-2.739, 2.476, 0.753], [-2.553, -0.543, 1.120], [-3.300, 0.613, 2.273]],
  "nbo_charge": [-0.49, 0.54, -0.37, -0.40, 0.27, 0.23, 0.22, -0.48, 0.54, -0.40, -0.37, 0.25, 0.23, 0.23, -0.48, 0.54, -0.37, -0.41, 0.24, 0.24, 0.23, -0.58, 0.79, -0.50, -0.08, -0.43, -0.53, 0.20, 0.20, 0.23, 0.21, 0.24, 0.24]
}

=====

7.
{
  "formula": "C7H15NO",
  "method": "ωB97M-V with the def2-TZVPD basis set",
  "e_homo_ev": -7.96,
  "multiplicity": 1,
  "gap_ev": 8.7,
  "smiles": "C/C=C/C=C/CCN.O",
  "relative_energy_ev": 3.753,
  "species": ["C", "C", "C", "C", "C", "C", "C", "N", "H", "H", "H", "H", "H", "H", "H", "H", "H", "H", "H", "H", "H", "H", "H", "O"],
  "xyz": [[-1.504, -2.639, 0.061], [-0.528, -2.022, 1.178], [-0.554, -0.523, 1.329], [-1.310, 0.294, 0.598], [-0.775, 1.631, 0.252], [0.343, 2.129, 0.771], [1.088, 3.410, 0.384], [-0.865, -3.188, -1.128], [-2.315, -1.949, -0.315], [-1.960, -3.499, 0.612], [-0.840, -2.566, 2.053], [0.456, -2.385, 1.017], [0.275, -0.266, 1.905], [-2.234, -0.042, 0.084], [-1.361, 2.120, -0.493], [0.926, 1.547, 1.504], [1.792, 3.637, 1.136], [0.326, 4.220, 0.651], [1.502, 3.319, -0.610], [-0.374, -2.522, -1.781], [-0.088, -3.784, -0.878], [2.219, 1.063, -3.523], [3.332, 0.924, -2.209], [2.447, 1.090, -2.600]],
  "nbo_charge": [-0.21, -0.46, -0.14, -0.23, -0.24, -0.15, -0.66, -0.84, 0.19, 0.18, 0.20, 0.20, 0.19, 0.20, 0.20, 0.18, 0.21, 0.22, 0.24, 0.36, 0.34, 0.50, 0.50, -1.00]
}

=====

8.
{
  "formula": "C7H15NO2",
  "method": "ωB97M-V with the def2-TZVPD basis set",
  "e_homo_ev": -9.52,
  "multiplicity": 1,
  "gap_ev": 10.3,
  "smiles": "CC[C@H]1CCNC(=O)C1.O",
  "relative_energy_ev": 0.000,
  "species": ["C", "C", "C", "C", "C", "N", "C", "O", "C", "H", "H", "H", "H", "H", "H", "H", "H", "H", "H", "H", "H", "H", "H", "O", "H"],
  "xyz": [[2.661, -1.389, 1.140], [1.710, -0.240, 1.455], [0.302, -0.406, 0.882], [-0.642, 0.687, 1.376], [-2.055, 0.455, 0.869], [-2.068, 0.243, -0.577], [-1.067, -0.334, -1.295], [-1.259, -0.723, -2.446], [0.299, -0.411, -0.650], [3.564, -1.330, 1.764], [2.180, -2.360, 1.334], [2.985, -1.377, 0.090], [1.624, -0.131, 2.548], [2.134, 0.708, 1.083], [-0.095, -1.377, 1.228], [-0.665, 0.710, 2.474], [-0.273, 1.670, 1.039], [-2.494, -0.420, 1.373], [-2.696, 1.318, 1.092], [-2.980, 0.183, -1.018], [0.862, 0.463, -1.023], [0.793, -1.300, -1.062], [-1.086, 2.202, -3.229], [-0.569, 1.875, -3.988], [-1.164, 1.285, -4.460]],
  "nbo_charge": [-0.61, -0.39, -0.21, -0.40, -0.21, -0.62, 0.68, -0.63, -0.51, 0.21, 0.20, 0.21, 0.20, 0.20, 0.19, 0.22, 0.20, 0.18, 0.20, 0.40, 0.23, 0.24, 0.46, -0.94, 0.48]
}

=====

9.
{
  "formula": "C7H15NO2S",
  "method": "ωB97M-V with the def2-TZVPD basis set",
  "e_homo_ev": [-8.87, -8.87],
  "multiplicity": 1,
  "gap_ev": [8.3, 8.3],
  "relative_energy_ev": 5.900,
  "species": ["C", "C", "C", "C", "C", "C", "C", "N", "O", "O", "S", "H", "H", "H", "H", "H", "H", "H", "H", "H", "H", "H", "H", "H", "H", "H"],
  "xyz": [[-0.027, 1.962, -0.301], [0.167, 0.539, -0.661], [1.130, 1.174, 0.249], [0.955, 1.132, 1.748], [2.563, 1.201, -0.228], [-2.543, -0.513, 0.210], [-0.906, -3.098, -0.731], [-1.264, -0.671, 0.767], [0.740, -2.097, 1.109], [-1.513, -2.863, 1.743], [-0.688, -2.193, 0.837], [-0.033, 2.641, -1.193], [-0.802, 2.311, 0.279], [0.124, -0.061, -1.501], [0.937, 2.105, 2.091], [1.945, 0.664, 2.184], [0.133, 0.607, 2.116], [3.009, 0.214, -0.345], [3.065, 1.654, 0.494], [2.515, 1.800, -1.072], [-2.737, -0.529, -0.947], [-3.079, -1.465, 0.712], [-2.947, 0.299, 0.621], [0.153, -3.241, -1.083], [-1.608, -3.832, -0.441], [-1.287, -2.454, -1.557]],
  "nbo_charge": [-0.47, 0.16, -0.09, -0.57, -0.59, -0.44, -0.90, -0.77, -0.97, -0.97, 2.30, 0.22, 0.24, 0.21, 0.20, 0.21, 0.26, 0.23, 0.21, 0.21, 0.17, 0.21, 0.19, 0.26, 0.26, 0.23]
}

=====

10.
{
  "formula": "C7H15NO2S",
  "method": "ωB97M-V with the def2-TZVPD basis set",
  "e_homo_ev": -9.42,
  "multiplicity": 1,
  "gap_ev": 10.1,
  "smiles": "CCCN[C@H]1CCS(=O)(=O)C1",
  "relative_energy_ev": 0.532,
  "species": ["C", "C", "C", "C", "C", "C", "C", "H", "H", "H", "H", "H", "H", "H", "H", "H", "H", "H", "H", "H", "H", "H", "N", "O", "O", "S"],
  "xyz": [[4.077, 1.178, 0.032], [2.820, 0.455, 0.533], [2.448, -0.513, -0.634], [0.104, -1.087, -0.170], [-0.266, -0.812, 1.352], [-1.741, -0.429, 1.375], [-0.389, 0.133, -0.973], [4.309, 1.988, 0.692], [4.939, 0.496, -0.064], [3.847, 1.612, -0.974], [3.123, -0.088, 1.471], [2.070, 1.190, 0.815], [2.099, 0.093, -1.456], [3.365, -1.013, -0.865], [1.442, -2.211, -1.138], [-0.486, -1.928, -0.553], [0.328, 0.024, 1.703], [-0.043, -1.652, 2.025], [-2.465, -1.287, 1.327], [-2.068, 0.199, 2.216], [-0.629, -0.051, -2.031], [0.242, 1.019, -0.903], [1.486, -1.537, -0.336], [-3.087, -0.310, -0.890], [-1.991, 1.848, 0.136], [-2.011, 0.406, -0.186]],
  "nbo_charge": [-0.60, -0.41, -0.22, -0.05, -0.42, -0.67, -0.68, 0.21, 0.20, 0.20, 0.21, 0.20, 0.16, 0.20, 0.36, 0.21, 0.22, 0.24, 0.24, 0.26, 0.25, 0.25, -0.61, -0.92, -0.94, 2.11]
}

=====

11.
{
  "formula": "C7H15NO2S",
  "method": "ωB97M-V with the def2-TZVPD basis set",
  "e_homo_ev": -8.74,
  "multiplicity": 1,
  "gap_ev": 9.5,
  "smiles": "C[C@H](S)[C@@H]1CN(C)[C@](C)(O)O1",
  "relative_energy_ev": 2.110,
  "species": ["C", "C", "C", "C", "C", "C", "C", "N", "O", "O", "S", "H", "H", "H", "H", "H", "H", "H", "H", "H", "H", "H", "H", "H", "H", "H"],
  "xyz": [[-0.452, 0.951, -0.081], [-3.027, 1.417, 0.558], [1.900, -0.938, 1.989], [0.339, 0.201, -1.122], [2.477, -0.794, -1.045], [-1.996, 1.576, -0.474], [0.979, -0.977, 0.825], [1.404, -0.323, -0.351], [0.485, -2.311, 0.614], [-0.343, -0.076, 0.974], [-2.741, 0.761, -1.959], [-3.929, 1.761, 0.247], [-3.128, 0.376, 0.873], [-2.833, 1.978, 1.577], [1.371, -0.834, 3.057], [2.558, -1.901, 2.051], [2.628, -0.041, 1.860], [-0.279, -0.537, -1.638], [0.051, 1.852, 0.238], [0.664, 0.895, -1.865], [2.608, -0.293, -2.037], [3.447, -0.785, -0.582], [2.312, -1.857, -1.287], [-2.003, 2.659, -0.803], [0.487, -2.450, -0.333], [-2.980, -0.310, -1.285]],
  "nbo_charge": [0.12, -0.63, -0.68, -0.24, -0.39, -0.31, 0.68, -0.50, -0.71, -0.59, -0.05, 0.22, 0.22, 0.21, 0.26, 0.24, 0.24, 0.18, 0.17, 0.21, 0.21, 0.20, 0.15, 0.23, 0.47, 0.11]
}

=====

12.
{
  "formula": "C7H15NO4",
  "method": "ωB97M-V with the def2-TZVPD basis set",
  "e_homo_ev": -8.80,
  "multiplicity": 1,
  "gap_ev": 9.3,
  "smiles": "CN1[C@H](CO)[C@H](O)[C@@H](O)[C@H]1CO",
  "relative_energy_ev": 1.010,
  "species": ["C", "C", "C", "C", "C", "C", "C", "H", "H", "H", "H", "H", "H", "H", "H", "H", "H", "H", "H", "H", "H", "H", "N", "O", "O", "O", "O"],
  "xyz": [[-0.974, 2.040, 0.551], [-1.264, -0.307, -0.189], [-1.777, -0.472, 1.246], [-0.270, -1.448, -0.653], [1.085, -1.013, -0.061], [0.968, 0.577, -0.055], [1.819, 1.213, -1.194], [-0.300, 2.973, 0.519], [-1.057, 1.638, 1.581], [-1.979, 2.303, 0.264], [-2.163, -0.297, -0.772], [-2.556, 0.240, 1.435], [-2.256, -1.485, 1.332], [-0.884, -0.791, 2.938], [-0.117, -1.384, -1.735], [0.060, -3.278, -0.398], [1.102, -1.356, 0.986], [2.825, -1.679, -0.290], [1.296, 0.955, 0.987], [1.687, 2.330, -1.081], [2.852, 0.935, -1.241], [0.380, 1.059, -2.352], [-0.457, 0.915, -0.337], [-0.706, -0.281, 2.148], [-0.741, -2.732, -0.243], [2.101, -1.566, -0.909], [1.325, 0.913, -2.475]],
  "nbo_charge": [-0.43, -0.07, -0.10, 0.07, 0.04, -0.09, -0.07, 0.21, 0.21, 0.20, 0.20, 0.17, 0.20, 0.48, 0.19, 0.48, 0.19, 0.47, 0.21, 0.15, 0.19, 0.47, -0.48, -0.74, -0.71, -0.71, -0.72]
}

=====

Number 1: E_tot -976.0466 hartree. Number 2: E_tot -783.0562 hartree. Number 3: E_tot -1181.3104 hartree. Number 4: E_tot -439.7911 hartree. Number 5: E_tot -439.2090 hartree. Number 6: E_tot -1041.6440 hartree. Number 7: E_tot -405.5994 hartree. Number 8: E_tot -480.9855 hartree. Number 9: E_tot -878.9022 hartree. Number 10: E_tot -879.0995 hartree. Number 11: E_tot -879.0415 hartree. Number 12: E_tot -631.3816 hartree.